The following is a DFT calculation (ωB97M-V/def2-TZVPD) of 2 unconnected molecules or ions with the total composition C5H10N2S in a non-equilibrium geometry.

relative energy (zero: lowest compared OMol25 entry of this formula, charge and spin) = 62.5 kcal per mole
max |F| = 0.0796 Eh/bohr
charge = 0
LUMO level (spin up / spin down) = 0.62 / 0.62 eV
multiplicity = 1
SMILES = C/C=[N+](/C)[S-].CC#N

Each line ends with the Löwdin charge.
Element x y z (Å)
C1 0.02 -1.60 1.41  -0.252
C2 -0.95 1.04 -0.64  -0.217
C3 1.38 -1.60 1.92  -0.078
C4 -0.42 2.00 0.40  -0.113
C5 -0.61 -0.56 -2.26  -0.122
N1 -0.94 -1.32 0.85  0.164
N2 -0.07 0.57 -1.46  -0.643
S1 1.61 0.82 -1.41  0.465
H1 -1.97 0.82 -0.94  0.123
H2 1.89 -0.58 1.81  0.100
H3 2.09 -2.19 1.22  0.119
H4 1.35 -1.89 2.90  0.036
H5 -1.18 2.74 0.77  0.086
H6 0.34 2.67 0.04  0.031
H7 0.04 1.58 1.27  0.055
H8 -1.55 -0.74 -1.91  0.019
H9 -0.66 -0.14 -3.33  0.115
H10 0.04 -1.50 -2.08  0.109